Molecular formula: C40H76Br12Hg2N4O4
Method: DFT, ωB97M-V/def2-TZVPD

```
138
Properties=species:S:1:pos:R:3:forces:R:3
C 1.040 -18.659 -14.158 -2.82 -0.78 -1.01
Hg 0.350 -14.909 -19.293 0.02 0.04 0.05
H 3.434 -17.901 -8.323 -0.23 -0.32 -0.27
H 3.878 -21.028 -16.431 -0.28 0.60 0.41
H 7.161 -17.375 -19.865 0.17 0.12 0.63
C -3.162 -15.528 -23.398 -1.55 0.84 0.03
H -2.105 -18.313 -21.622 0.39 0.27 0.40
C -3.758 -15.754 -20.076 0.78 -0.91 3.05
H 7.377 -19.308 -10.043 -0.66 -0.58 -0.45
Hg 3.998 -17.161 -15.933 0.18 0.05 0.06
H 11.259 -16.938 -18.131 -0.16 -0.17 0.21
H 4.987 -19.446 -9.425 -0.01 -0.62 -0.23
C -2.502 -16.282 -22.242 2.42 0.09 -0.81
C -0.575 -20.291 -15.494 -1.47 0.45 0.37
H 3.459 -15.517 -9.267 0.61 0.12 0.55
C 10.919 -19.724 -18.528 -0.92 0.04 0.14
C 1.706 -20.987 -14.479 0.02 -0.79 -1.42
Br 2.920 -21.147 -23.474 1.68 0.01 -0.88
Br 3.506 -19.080 -25.712 0.54 -0.45 -0.27
H -0.411 -16.678 -21.744 0.21 0.59 0.03
Br -3.023 -17.583 -11.312 -0.15 0.46 -0.09
H -1.158 -19.470 -15.911 0.23 0.65 0.45
H -5.773 -15.055 -19.811 0.04 -0.29 0.13
H 11.342 -20.659 -18.897 -0.38 -0.26 -0.12
H -0.772 -17.112 -23.369 -0.35 -0.13 -0.23
C 5.730 -19.453 -12.253 -0.08 -0.23 0.21
C 4.718 -15.946 -10.867 -0.38 0.92 -1.13
H 7.774 -15.852 -17.556 -0.24 -0.55 -0.53
H 5.432 -27.098 -22.433 0.05 0.12 0.61
H 9.763 -21.924 -17.547 1.03 0.30 0.41
Br 5.219 -25.311 -20.569 -0.17 -1.02 -0.54
H 2.040 -18.327 -13.878 -0.07 -0.25 -0.57
H 0.477 -18.938 -13.267 0.51 -0.83 0.48
H 6.548 -14.739 -10.932 -0.41 0.25 -0.11
C -0.975 -16.349 -22.617 -0.73 -0.44 -0.26
C 1.945 -20.518 -17.513 1.81 -1.12 0.07
H 1.346 -22.730 -15.585 0.13 -0.14 -0.96
H 2.121 -19.457 -19.313 0.50 0.28 -0.28
H 3.146 -14.409 -11.167 0.02 -0.25 0.38
C 10.685 -17.308 -18.982 -0.57 0.72 -0.90
Br 3.273 -26.045 -23.028 0.66 -0.35 0.69
C 9.144 -17.282 -18.676 -1.18 0.24 -0.80
C 2.225 -22.101 -15.443 -0.04 1.07 1.15
C 0.988 -21.515 -18.289 -0.74 -0.85 1.46
H 2.237 -22.968 -8.485 0.05 -0.45 -0.18
N 1.470 -19.496 -16.541 -2.52 4.19 -1.45
C 6.960 -18.369 -10.408 1.03 0.99 0.82
H 9.363 -16.049 -17.030 0.26 0.71 0.25
C 0.854 -19.894 -15.222 2.69 1.36 1.14
H -3.019 -15.935 -24.400 0.06 -0.68 0.27
H 4.534 -14.091 -12.111 0.23 -0.35 -0.33
H 2.657 -16.474 -10.254 0.21 -0.91 -0.90
Br -1.656 -16.257 -8.804 -0.79 0.65 -1.05
H 0.233 -21.991 -17.662 -0.31 0.57 0.40
H -1.027 -20.590 -14.548 -0.17 -0.01 0.04
H -4.283 -19.129 -20.871 0.30 -0.19 -0.47
H 4.587 -21.413 -25.499 -0.13 0.28 0.23
H -5.511 -15.746 -21.390 0.14 0.21 -0.19
H 6.787 -19.674 -12.402 -0.03 0.33 -0.38
H 6.627 -15.859 -9.653 -0.35 -0.54 -0.18
C -3.577 -15.171 -18.565 -0.19 0.60 -0.87
H 5.546 -14.591 -9.414 -0.09 0.56 -0.34
O 5.853 -16.572 -12.883 -1.91 -2.50 4.42
H -4.910 -14.103 -20.937 0.27 -0.11 -0.34
N -2.490 -15.507 -20.960 -2.93 3.68 1.57
H 2.920 -22.724 -14.879 0.17 -0.05 -0.05
Br -0.123 -22.920 -9.252 0.56 -0.22 0.02
H 9.001 -14.998 -18.446 0.46 -0.49 -0.42
H 5.324 -20.426 -11.977 -0.28 0.07 0.60
C 5.598 -18.378 -11.120 -0.31 -0.42 -0.47
H -5.026 -17.766 -21.682 -0.34 -0.10 0.17
H 3.412 -15.414 -12.565 0.23 -0.02 -0.08
H -2.908 -14.477 -23.537 0.89 -0.02 0.66
H 7.622 -20.637 -19.223 -0.12 0.55 -0.08
C 2.824 -19.902 -18.609 -0.92 0.13 0.46
H -4.530 -15.130 -18.037 -0.48 -0.51 -0.43
Br 3.884 -28.358 -20.834 0.67 1.15 -0.45
Br -1.899 -14.566 -11.632 -0.18 -0.51 0.43
H -3.313 -14.114 -18.524 0.50 -0.04 -0.50
H 5.031 -17.332 -8.463 0.27 0.09 -0.24
H 8.299 -21.319 -17.144 -0.33 0.23 1.02
O -2.230 -14.076 -20.940 -0.38 -5.39 -0.76
H -2.948 -15.699 -17.849 0.51 -0.33 -0.66
O 1.014 -18.157 -16.992 2.13 -6.01 1.41
Br 6.102 -19.927 -23.994 -1.59 -0.86 -0.57
C 3.922 -14.914 -11.742 0.59 0.06 -0.28
H -0.702 -15.398 -23.076 0.44 0.05 0.60
H -2.973 -18.296 -23.017 -0.64 0.46 -0.31
C -4.066 -17.304 -19.804 0.42 1.06 -1.41
H 9.160 -21.146 -19.867 0.01 -0.38 -0.07
H -0.867 -21.028 -16.242 1.08 -0.59 0.19
H 8.374 -16.145 -20.351 -0.32 0.22 0.30
H 10.738 -18.831 -20.469 0.12 -0.01 -0.14
C 4.644 -26.763 -21.758 -1.22 0.15 -0.31
H 11.428 -19.573 -17.576 0.08 0.38 0.09
H -3.383 -17.768 -19.093 0.44 0.21 -0.21
C 8.787 -15.945 -17.949 0.49 -1.28 2.05
C 4.505 -18.709 -10.067 0.75 -0.96 1.16
H 5.255 -19.242 -13.211 0.11 0.60 0.13
H 3.341 -20.754 -19.051 0.11 0.26 -0.28
C 1.592 -23.772 -8.840 -0.38 -0.27 -0.87
Br 1.345 -25.104 -7.472 0.22 0.26 -0.20
H 6.963 -17.768 -9.499 -0.31 0.12 0.00
C -2.754 -15.865 -10.465 0.85 -0.30 0.56
C 9.392 -19.899 -18.204 1.14 0.84 0.29
H 8.739 -19.523 -20.196 -0.66 -0.20 0.20
H 3.609 -19.199 -10.448 -0.02 0.33 -0.45
C 5.914 -15.246 -10.204 0.37 0.16 0.74
H 8.564 -17.735 -20.823 0.14 -0.41 0.07
C 4.363 -20.581 -24.831 -0.51 1.01 1.53
H 12.288 -18.638 -19.629 0.05 0.59 -0.35
O 7.535 -18.460 -17.103 5.15 -0.55 -3.03
N 5.251 -17.060 -11.677 1.73 2.26 -4.52
H 1.558 -22.432 -18.438 0.51 0.34 -0.68
H 10.937 -16.667 -19.827 -0.55 0.95 0.24
C -4.139 -18.081 -21.133 -0.39 0.84 -0.14
H 9.662 -20.615 -16.153 0.14 -0.62 -0.07
H -5.040 -17.350 -19.317 -0.09 0.17 -0.01
H -4.227 -15.396 -23.211 -0.31 -0.56 -0.19
C 11.205 -18.604 -19.511 0.06 -1.57 0.98
C -5.044 -15.136 -20.617 -0.12 0.48 -0.16
N 8.820 -18.524 -17.840 -3.82 0.87 2.81
H 1.067 -21.450 -13.727 -0.18 0.05 0.01
H 3.258 -22.323 -17.305 -0.32 0.06 -0.42
H 3.526 -19.170 -18.210 -0.04 -0.03 -0.11
C 8.636 -20.295 -19.433 0.54 -1.03 -0.93
H 7.759 -17.938 -11.010 -0.24 0.08 -0.42
Br 2.375 -24.601 -10.505 -0.45 0.71 1.22
C 9.345 -21.014 -17.117 -2.08 1.18 -1.37
C 3.679 -16.385 -9.888 -0.20 -0.50 2.26
H 2.538 -20.567 -13.914 0.03 0.37 -0.33
H 0.344 -17.859 -14.409 0.72 0.59 -0.78
H -3.710 -15.430 -10.175 0.31 -0.32 0.13
C -2.953 -17.782 -22.056 0.82 -0.03 1.13
C 8.223 -17.153 -19.966 1.30 -0.41 -0.72
H 0.452 -21.270 -19.206 0.48 0.76 0.03
C 2.925 -21.496 -16.678 -1.36 -0.18 0.16
C 4.169 -17.605 -9.072 -0.68 1.17 -0.79
```
Forces are in eV/Å.

The value obtained for the total energy is -33283.88656 Ha.

Results of the Löwdin charge analysis, in e, for atoms 1 through 6: atom 1 (C): -0.047, atom 2 (Hg): 0.306, atom 3 (H): 0.111, atom 4 (H): 0.114, atom 5 (H): 0.091, atom 6 (C): -0.045